Molecular formula: C29H31N3O2
Method: DFT, ωB97M-V/def2-TZVPD

The value obtained for the lowest unoccupied orbital energy is -2.4 eV. Its energy above the lowest of the compared OMol25 structures with the same formula, charge and spin is 778.3 kJ/mol. The calculation puts the molar mass at 453.59 g mol⁻¹.

Last column: Löwdin charge in e.
Atoms and positions in Å:
C (6.366, -0.343, 1.879)  -0.0506
C (4.929, -0.019, 1.617)  -0.2688
C (4.172, -0.914, 0.881)  0.0106
C (2.865, -0.584, 0.464)  -0.1986
C (2.168, -1.345, -0.479)  0.1441
C (2.350, 0.710, 0.769)  -0.0834
N (1.209, 1.108, 0.044)  0.0666
C (0.046, 0.220, -0.226)  -0.1723
N (-1.064, 1.116, 0.224)  0.0534
C (-2.386, 0.707, 0.502)  -0.1113
C (-2.565, -0.452, 1.284)  -0.1921
C (-1.435, -1.149, 1.980)  -0.0444
C (-3.851, -0.922, 1.521)  -0.0145
C (-4.971, -0.214, 1.096)  -0.2665
C (-6.345, -0.700, 1.428)  -0.0550
C (-4.778, 0.983, 0.404)  0.0028
C (-3.505, 1.489, 0.118)  -0.1624
C (-3.450, 2.822, -0.558)  -0.0499
C (-0.604, 2.398, 0.289)  0.0243
C (0.735, 2.401, 0.107)  -0.0363
C (3.031, 1.515, 1.712)  -0.1866
C (2.441, 2.654, 2.468)  -0.0580
C (4.332, 1.160, 2.078)  0.0123
H (6.761, 0.255, 2.703)  0.0783
H (6.473, -1.405, 2.119)  0.0821
H (6.968, -0.164, 0.978)  0.0909
H (4.615, -1.855, 0.549)  0.1298
H (0.137, -0.676, 0.375)  0.1165
H (2.233, -0.910, -1.489)  0.1062
H (2.161, -2.438, -0.414)  0.1047
H (-1.850, -1.673, 2.851)  0.0862
H (-0.978, -1.942, 1.366)  0.0759
H (-0.672, -0.437, 2.333)  0.0922
H (-3.980, -1.839, 2.097)  0.1218
H (-7.067, -0.279, 0.727)  0.0769
H (-6.385, -1.793, 1.404)  0.0798
H (-6.670, -0.398, 2.433)  0.0862
H (-5.657, 1.537, 0.076)  0.1191
H (-4.452, 3.081, -0.921)  0.0859
H (-3.152, 3.624, 0.133)  0.0785
H (-2.804, 2.842, -1.444)  0.0675
H (-1.245, 3.230, 0.527)  0.1291
H (1.391, 3.255, 0.160)  0.1309
H (3.003, 2.718, 3.407)  0.0822
H (2.540, 3.635, 1.989)  0.0854
H (1.389, 2.482, 2.712)  0.0879
H (4.895, 1.800, 2.757)  0.1244
C (-0.272, -0.149, -1.637)  -0.2197
C (0.227, 0.930, -2.535)  -0.0930
N (-0.681, 1.839, -2.925)  -0.4278
O (-0.405, 2.960, -3.431)  -0.0695
O (-1.913, 1.486, -2.788)  -0.1159
C (0.061, -1.550, -2.142)  -0.2085
C (-0.551, -2.700, -1.606)  -0.0304
C (-0.060, -3.964, -1.966)  -0.0856
C (1.013, -4.071, -2.861)  -0.1044
C (1.474, -2.941, -3.535)  -0.0722
C (0.920, -1.683, -3.235)  -0.0562
H (-1.361, -0.076, -1.747)  0.1454
H (1.244, 0.977, -2.906)  0.1174
H (-1.439, -2.608, -0.965)  0.1180
H (-0.511, -4.873, -1.558)  0.1026
H (1.453, -5.052, -3.089)  0.1034
H (2.251, -3.011, -4.297)  0.1052
H (1.206, -0.806, -3.810)  0.1094

***

Molecular formula: C5H2O
Method: DFT, ωB97M-V/def2-TZVPD

The value obtained for the lowest unoccupied orbital energy is -0.3 eV. Its energy above the lowest of the compared OMol25 structures with the same formula, charge and spin is 117.7 kJ/mol. The SMILES is C#CC#CC=O. The calculation puts the molar mass at 78.07 g mol⁻¹.

Last column: Löwdin charge in e.
Atoms and positions in Å:
C (-1.591, -1.330, 1.518)  0.1674
C (-1.074, -1.494, 0.436)  -0.0965
C (-0.256, -0.605, -0.240)  -0.0581
C (0.424, 0.362, -0.482)  0.0400
C (1.166, 1.580, -0.666)  -0.2865
O (1.123, 2.238, -1.681)  0.0556
H (-1.907, -0.990, 2.472)  0.0570
H (1.770, 1.891, 0.208)  0.1210

***

Molecular formula: C44H42BrN8S3Ti
Method: DFT, ωB97M-V/def2-TZVPD

As for the expectation value of S²: 2.034. The value obtained for the lowest unoccupied orbital energy (alpha / beta) is 2.3 / 2.1 eV. Its energy above the lowest of the compared OMol25 structures with the same formula, charge and spin is 108.6 kJ/mol. Its net charge is -1. Its spin multiplicity is 3. The calculation puts the molar mass at 906.85 g mol⁻¹.

Last column: Mulliken spin population.
Atoms and positions in Å:
Ti (-0.651, -0.146, 1.174)  0.0464
S (-2.388, 1.193, 2.196)  -0.0100
C (-2.356, 0.175, 3.650)  -0.1055
N (-2.942, 0.662, 4.732)  0.3424
N (-2.903, -0.092, 5.887)  0.0443
C (-1.880, -0.783, 6.518)  -0.0085
C (-0.520, -0.595, 6.240)  0.0143
C (0.439, -1.258, 6.986)  -0.0027
C (0.093, -2.117, 8.025)  0.0123
C (-1.254, -2.295, 8.310)  -0.0029
C (-2.226, -1.639, 7.570)  0.0082
N (-1.863, -1.075, 3.644)  0.3668
N (-1.362, -1.539, 2.494)  0.2432
C (-1.401, -2.963, 2.475)  -0.0768
C (-1.874, -3.703, 3.561)  0.0887
C (-1.907, -5.091, 3.505)  -0.0273
C (-1.481, -5.775, 2.375)  0.0552
C (-1.007, -5.039, 1.296)  -0.0384
C (-0.960, -3.655, 1.348)  0.0415
H (-3.775, -0.051, 6.381)  0.0036
H (-0.224, 0.065, 5.440)  -0.0001
H (1.485, -1.103, 6.744)  0.0010
H (0.854, -2.634, 8.596)  0.0007
H (-1.557, -2.961, 9.110)  -0.0003
H (-3.277, -1.799, 7.791)  -0.0008
H (-2.211, -3.182, 4.445)  0.0089
H (-2.276, -5.641, 4.363)  -0.0015
H (-1.524, -6.857, 2.332)  0.0047
H (-0.669, -5.543, 0.398)  -0.0020
H (-0.592, -3.092, 0.507)  0.0223
S (2.104, 0.586, -0.210)  0.1995
C (1.581, 1.523, -1.524)  0.1815
N (2.408, 1.744, -2.609)  0.1121
C (2.013, 2.711, -3.611)  0.0155
C (0.561, 2.493, -3.947)  -0.0021
N (-0.229, 2.594, -2.738)  0.1305
C (-1.446, 3.385, -2.831)  -0.0218
C (-1.147, 4.864, -2.937)  0.0011
C (-0.533, 5.527, -1.872)  0.0062
C (-0.228, 6.875, -1.970)  -0.0013
C (-0.528, 7.583, -3.132)  0.0017
C (-1.133, 6.930, -4.195)  -0.0007
C (-1.437, 5.575, -4.094)  0.0039
C (0.262, 2.097, -1.552)  0.2479
S (-0.722, 2.177, -0.145)  0.0966
C (3.627, 1.002, -2.847)  -0.0129
C (3.492, 0.102, -4.057)  0.0054
C (2.389, -0.748, -4.148)  -0.0037
C (2.230, -1.583, -5.243)  -0.0023
C (3.173, -1.578, -6.268)  0.0012
C (4.272, -0.735, -6.186)  -0.0002
C (4.426, 0.103, -5.084)  0.0044
H (2.628, 2.574, -4.500)  -0.0019
H (2.153, 3.734, -3.242)  -0.0041
H (0.442, 1.503, -4.401)  0.0033
H (0.219, 3.245, -4.659)  -0.0022
H (-2.041, 3.178, -1.946)  -0.0014
H (-2.009, 3.059, -3.709)  0.0028
H (-0.305, 4.970, -0.967)  0.0036
H (0.246, 7.380, -1.136)  -0.0003
H (-0.293, 8.638, -3.204)  0.0001
H (-1.365, 7.470, -5.105)  -0.0003
H (-1.912, 5.065, -4.927)  0.0001
H (3.812, 0.405, -1.956)  -0.0045
H (4.472, 1.687, -2.974)  -0.0003
H (1.654, -0.748, -3.348)  0.0123
H (1.368, -2.237, -5.297)  -0.0001
H (3.048, -2.227, -7.127)  0.0000
H (5.008, -0.723, -6.981)  -0.0002
H (5.283, 0.767, -5.024)  -0.0005
Br (2.070, -2.332, 2.126)  0.0037
C (1.953, -0.690, 3.024)  0.0011
C (2.828, -0.427, 4.067)  -0.0017
C (2.723, 0.789, 4.712)  -0.0055
C (1.767, 1.695, 4.294)  -0.0048
C (0.938, 1.344, 3.248)  0.0167
N (1.022, 0.159, 2.620)  -0.0006
H (3.558, -1.169, 4.353)  0.0005
H (3.383, 1.024, 5.539)  -0.0003
H (1.651, 2.659, 4.769)  0.0015
H (0.171, 2.012, 2.879)  -0.0018
C (0.980, -2.845, -1.575)  -0.0046
C (-0.404, -2.560, -2.098)  0.0043
C (-0.842, -3.215, -3.248)  0.0013
C (-2.113, -3.012, -3.757)  0.0002
C (-2.970, -2.141, -3.097)  -0.0006
C (-2.574, -1.473, -1.947)  -0.0005
C (-3.511, -0.537, -1.236)  0.0055
C (-1.277, -1.673, -1.437)  0.0070
N (-0.902, -0.979, -0.289)  -0.0234
H (1.691, -2.965, -2.396)  -0.0012
H (0.995, -3.776, -0.999)  0.0008
H (1.329, -2.044, -0.931)  0.0037
H (-0.163, -3.900, -3.748)  -0.0001
H (-2.435, -3.527, -4.654)  0.0000
H (-3.972, -1.977, -3.479)  0.0000
H (-4.498, -0.548, -1.703)  0.0013
H (-3.124, 0.483, -1.240)  0.0000
H (-3.612, -0.808, -0.186)  0.0007

***

Molecular formula: C14H12N4O4S2
Method: DFT, ωB97M-V/def2-TZVPD

The value obtained for the lowest unoccupied orbital energy is -0.3 eV. The SMILES is CN(c1ccccc1)S(=O)(=O)c1nnc(NC(=O)c2ccco2)s1. The calculation puts the molar mass at 364.41 g mol⁻¹.

Last column: Löwdin charge in e.
Atoms and positions in Å:
C (3.841, -0.883, 1.025)  -0.0860
N (3.133, -0.205, -0.040)  -0.2172
C (2.177, 0.779, 0.293)  -0.2886
C (1.873, 1.749, -0.658)  -0.0209
C (0.928, 2.720, -0.378)  -0.0841
C (0.283, 2.740, 0.848)  -0.1034
C (0.588, 1.778, 1.796)  -0.0702
C (1.530, 0.800, 1.525)  -0.0227
S (2.627, -1.247, -1.243)  0.6273
O (2.163, -0.513, -2.376)  -0.2916
O (3.618, -2.252, -1.429)  -0.2536
C (1.156, -1.918, -0.471)  -0.6293
N (1.119, -2.497, 0.675)  -0.0163
N (-0.099, -2.656, 1.160)  0.0244
C (-1.028, -2.156, 0.402)  -0.5529
N (-2.341, -2.290, 0.724)  0.1306
C (-3.490, -1.706, 0.206)  -0.4002
O (-4.560, -2.239, 0.397)  0.1108
C (-3.356, -0.436, -0.501)  -0.2176
C (-4.262, 0.166, -1.344)  0.0292
C (-3.695, 1.403, -1.707)  -0.0281
C (-2.500, 1.474, -1.051)  -0.0917
O (-2.288, 0.377, -0.322)  -0.0383
S (-0.398, -1.439, -1.082)  1.1686
H (3.197, -1.578, 1.573)  0.0763
H (4.643, -1.449, 0.558)  0.0860
H (4.256, -0.139, 1.701)  0.1039
H (2.373, 1.721, -1.611)  0.1114
H (0.706, 3.471, -1.122)  0.1081
H (-0.449, 3.502, 1.068)  0.1056
H (0.089, 1.783, 2.753)  0.1079
H (1.751, 0.054, 2.271)  0.1119
H (-2.529, -3.032, 1.393)  0.1676
H (-5.200, -0.246, -1.653)  0.1249
H (-4.118, 2.139, -2.359)  0.1076
H (-1.738, 2.228, -1.024)  0.1108